# 1
Computed, not measured: a 2-piece molecular cluster, C4H12 overall, with ωB97M-V/def2-TZVPD.

Last columns: bonded neighbours and bond lengths (Å).
CARTESIAN COORDINATES (ANGSTROEM)
1 C 1.052 1.006 0.988  C2 1.522, H3 1.086, H4 1.097, H5 1.092
2 C 1.873 1.435 2.196  C1 1.522, H6 1.099, H7 1.092, H8 1.088
3 H 0.366 1.781 0.660  C1 1.086
4 H 1.661 0.856 0.088  C1 1.097
5 H 0.565 0.035 1.103  C1 1.092
6 H 1.257 1.327 3.101  C2 1.099
7 H 2.045 2.513 2.154  C2 1.092
8 H 2.803 0.879 2.293  C2 1.088
9 C -0.833 -1.146 -2.000  C10 1.521, H11 1.083, H12 1.086, H13 1.090
10 C -2.084 -1.341 -1.158  C9 1.521, H14 1.084, H15 1.088, H16 1.097
11 H -0.981 -0.636 -2.944  C9 1.083
12 H -0.118 -0.541 -1.451  C9 1.086
13 H -0.299 -2.057 -2.273  C9 1.090
14 H -3.001 -1.145 -1.701  C10 1.084
15 H -2.168 -2.338 -0.730  C10 1.088
16 H -2.139 -0.627 -0.327  C10 1.097

Its net charge is -1. As for the spin multiplicity: 2. The electronic energy is -159.521484 hartree. The relative energy (zero: lowest compared OMol25 entry of this formula, charge and spin) is 5.4 kcal per mole. The HOMO-LUMO gap (alpha / beta) is 2.79 / 12.05 eV.

# 2
Computed, not measured: a 2-piece molecular cluster, C4H12 overall, with ωB97M-V/def2-TZVPD.

Last columns: bonded neighbours and bond lengths (Å).
CARTESIAN COORDINATES (ANGSTROEM)
1 C -0.256 2.021 0.858  C2 1.534, H3 1.092, H4 1.085, H5 1.097
2 C 0.992 2.716 0.299  C1 1.534, H6 1.109, H7 1.102, H8 1.079
3 H -1.080 2.737 0.910  C1 1.092
4 H -0.483 1.161 0.236  C1 1.085
5 H -0.063 1.841 1.923  C1 1.097
6 H 1.871 2.850 0.961  C2 1.109
7 H 0.793 3.730 -0.084  C2 1.102
8 H 1.504 2.242 -0.524  C2 1.079
9 C -0.162 -2.719 0.078  C10 1.554, H11 1.088, H12 1.095, H13 1.106
10 C -0.601 -2.011 -1.233  C9 1.554, H14 1.072, H15 1.082, H16 1.115
11 H 0.463 -3.606 0.006  C9 1.088
12 H 0.188 -2.068 0.885  C9 1.095
13 H -1.084 -3.148 0.511  C9 1.106
14 H -0.735 -2.780 -1.968  C10 1.072
15 H -1.311 -1.213 -1.055  C10 1.082
16 H 0.337 -1.483 -1.524  C10 1.115

Its net charge is -1. As for the spin multiplicity: 2. The electronic energy is -159.504659 hartree. The relative energy (zero: lowest compared OMol25 entry of this formula, charge and spin) is 16.0 kcal per mole. The HOMO-LUMO gap (alpha / beta) is 2.80 / 11.80 eV.

# 3
Computed, not measured: a 2-piece molecular cluster, C4H12 overall, with ωB97M-V/def2-TZVPD.

Last columns: bonded neighbours and bond lengths (Å).
CARTESIAN COORDINATES (ANGSTROEM)
1 C 1.625 0.052 0.051  C2 1.520, H3 1.090, H4 1.090, H5 1.091
2 C 3.103 0.141 0.394  C1 1.520, H6 1.086, H7 1.089, H8 1.089
3 H 1.454 -0.324 -0.957  C1 1.090
4 H 1.109 -0.619 0.738  C1 1.090
5 H 1.166 1.041 0.106  C1 1.091
6 H 3.241 0.404 1.439  C2 1.086
7 H 3.569 0.900 -0.233  C2 1.089
8 H 3.621 -0.793 0.184  C2 1.089
9 C -1.858 -0.443 -0.665  C10 1.544, H11 1.091, H12 1.089, H13 1.088
10 C -2.891 0.269 0.235  C9 1.544, H14 1.089, H15 1.089, H16 1.085
11 H -2.366 -1.036 -1.428  C9 1.091
12 H -1.203 0.283 -1.144  C9 1.089
13 H -1.258 -1.141 -0.086  C9 1.088
14 H -2.363 0.928 0.923  C10 1.089
15 H -3.374 -0.516 0.815  C10 1.089
16 H -3.575 0.853 -0.373  C10 1.085

As for the structure (SMILES): CC.CC. Its net charge is 0. The electronic energy is -159.582496 hartree. The relative energy (zero: lowest compared OMol25 entry of this formula, charge and spin) is 1.6 kcal per mole. The HOMO-LUMO gap is 12.99 eV.

# 4
Computed, not measured: a 2-piece molecular cluster, C4H12 overall, with ωB97M-V/def2-TZVPD.

Last columns: bonded neighbours and bond lengths (Å).
CARTESIAN COORDINATES (ANGSTROEM)
1 C 0.937 1.791 0.650  C2 1.464, H3 1.149, H4 1.086, H5 1.143
2 C 1.684 0.539 0.789  C1 1.464, H6 1.151, H7 1.079, H8 1.025
3 H -0.010 1.945 0.019  C1 1.149
4 H 0.443 2.074 1.575  C1 1.086
5 H 1.628 2.674 0.426  C1 1.143
6 H 0.881 -0.085 1.326  C2 1.151
7 H 2.554 0.603 1.424  C2 1.079
8 H 1.730 -0.071 -0.034  C2 1.025
9 C -1.523 -1.529 -0.206  C10 1.507, H11 1.056, H12 1.155, H13 1.089
10 C -0.955 -0.875 -1.439  C9 1.507, H14 1.044, H15 1.157, H16 1.100
11 H -2.215 -0.890 0.273  C9 1.056
12 H -1.921 -2.612 -0.159  C9 1.155
13 H -0.719 -1.579 0.528  C9 1.089
14 H -1.730 -0.335 -1.885  C10 1.044
15 H -0.170 -0.132 -1.025  C10 1.157
16 H -0.614 -1.519 -2.263  C10 1.100

As for the structure (SMILES): CC.CC. Its net charge is 0. The electronic energy is -159.535770 hartree. The relative energy (zero: lowest compared OMol25 entry of this formula, charge and spin) is 30.9 kcal per mole. The HOMO-LUMO gap is 12.15 eV.

# 5
Computed, not measured: a 2-piece molecular cluster, C4H12 overall, with ωB97M-V/def2-TZVPD.

Last columns: bonded neighbours and bond lengths (Å).
CARTESIAN COORDINATES (ANGSTROEM)
1 C -0.526 -1.713 1.053  C2 1.526, H3 1.080, H4 1.094, H5 1.094
2 C 0.480 -2.795 0.671  C1 1.526, H6 1.085, H7 1.089, H8 1.050
3 H -0.145 -0.912 1.670  C1 1.080
4 H -0.984 -1.280 0.159  C1 1.094
5 H -1.434 -2.131 1.496  C1 1.094
6 H 1.061 -3.219 1.484  C2 1.085
7 H 1.079 -2.385 -0.141  C2 1.089
8 H -0.016 -3.595 0.207  C2 1.050
9 C 0.588 2.111 -1.398  C10 1.556, H11 1.082, H12 1.057, H13 1.094
10 C -0.496 2.475 -0.342  C9 1.556, H14 1.089, H15 1.084, H16 1.094
11 H 0.275 2.334 -2.408  C9 1.082
12 H 1.521 2.418 -1.005  C9 1.057
13 H 0.681 1.025 -1.300  C9 1.094
14 H -0.369 3.505 -0.013  C10 1.089
15 H -1.502 2.255 -0.679  C10 1.084
16 H -0.212 1.906 0.547  C10 1.094

As for the structure (SMILES): CC.CC. Its net charge is 0. The electronic energy is -159.566977 hartree. The relative energy (zero: lowest compared OMol25 entry of this formula, charge and spin) is 11.3 kcal per mole. The HOMO-LUMO gap is 12.66 eV.

# 6
Computed, not measured: a 2-piece molecular cluster, C4H12 overall, with ωB97M-V/def2-TZVPD.

Last columns: bonded neighbours and bond lengths (Å).
CARTESIAN COORDINATES (ANGSTROEM)
1 C -0.386 -2.719 -0.195  C2 1.540, H3 1.097, H4 1.075, H5 1.087
2 C 0.106 -1.622 -1.157  C1 1.540, H6 1.094, H7 1.085, H8 1.095
3 H 0.414 -3.470 -0.218  C1 1.097
4 H -0.610 -2.435 0.818  C1 1.075
5 H -1.234 -3.189 -0.685  C1 1.087
6 H -0.766 -1.050 -1.488  C2 1.094
7 H 0.927 -0.976 -0.860  C2 1.085
8 H 0.423 -2.147 -2.064  C2 1.095
9 C -0.101 2.293 1.387  C10 1.513, H11 1.102, H12 1.083, H13 1.088
10 C 0.387 2.068 -0.027  C9 1.513, H14 1.097, H15 1.094, H16 1.080
11 H 0.755 2.555 2.029  C9 1.102
12 H -0.851 3.061 1.533  C9 1.083
13 H -0.447 1.407 1.915  C9 1.088
14 H -0.183 1.335 -0.611  C10 1.097
15 H 1.346 1.546 -0.094  C10 1.094
16 H 0.477 2.996 -0.570  C10 1.080

As for the structure (SMILES): CC.CC. Its net charge is 0. The electronic energy is -159.570980 hartree. The relative energy (zero: lowest compared OMol25 entry of this formula, charge and spin) is 8.8 kcal per mole. The HOMO-LUMO gap is 12.51 eV.

# 7
Computed, not measured: a 2-piece molecular cluster, C4H12 overall, with ωB97M-V/def2-TZVPD.

Last columns: bonded neighbours and bond lengths (Å).
CARTESIAN COORDINATES (ANGSTROEM)
1 C -0.264 -1.369 1.654  C2 1.530, H3 1.087, H4 1.088, H5 1.092
2 C -1.112 -0.209 2.184  C1 1.530, H6 1.088, H7 1.088, H8 1.088
3 H 0.347 -1.112 0.792  C1 1.087
4 H 0.388 -1.820 2.399  C1 1.088
5 H -0.919 -2.162 1.287  C1 1.092
6 H -0.777 0.078 3.178  C2 1.088
7 H -2.156 -0.503 2.266  C2 1.088
8 H -1.063 0.674 1.551  C2 1.088
9 C 1.348 1.144 -2.038  C10 1.523, H11 1.097, H12 1.093, H13 1.089
10 C 0.023 0.437 -1.785  C9 1.523, H14 1.089, H15 1.092, H16 1.092
11 H 1.802 1.425 -1.080  C9 1.097
12 H 2.080 0.495 -2.525  C9 1.093
13 H 1.199 2.058 -2.611  C9 1.089
14 H 0.076 -0.539 -1.304  C10 1.089
15 H -0.505 0.277 -2.728  C10 1.092
16 H -0.589 1.046 -1.117  C10 1.092

As for the structure (SMILES): CC.CC. Its net charge is 0. The electronic energy is -159.578857 hartree. The relative energy (zero: lowest compared OMol25 entry of this formula, charge and spin) is 3.8 kcal per mole. The HOMO-LUMO gap is 12.90 eV.

# 8
Computed, not measured: a 2-piece molecular cluster, C4H12 overall, with ωB97M-V/def2-TZVPD.

Last columns: bonded neighbours and bond lengths (Å).
CARTESIAN COORDINATES (ANGSTROEM)
1 C 0.675 -1.461 -2.043  C2 1.571, H3 1.192, H4 1.040, H5 1.124
2 C 0.455 -0.194 -1.140  C1 1.571, H6 1.145, H7 1.092, H8 1.049
3 H 1.680 -1.130 -2.590  C1 1.192
4 H 0.963 -2.245 -1.424  C1 1.040
5 H -0.319 -1.640 -2.537  C1 1.124
6 H -0.603 -0.352 -0.734  C2 1.145
7 H 0.427 0.576 -1.914  C2 1.092
8 H 1.120 0.114 -0.389  C2 1.049
9 C -1.027 1.395 1.464  C10 1.523, H11 1.100, H12 1.137, H13 1.139
10 C -0.161 0.149 1.591  C9 1.523, H14 1.111, H15 1.065, H16 1.058
11 H -2.104 1.380 1.687  C9 1.100
12 H -0.512 2.013 2.267  C9 1.137
13 H -0.842 2.096 0.586  C9 1.139
14 H 0.208 0.118 2.639  C10 1.111
15 H -0.615 -0.815 1.603  C10 1.065
16 H 0.655 -0.002 0.935  C10 1.058

As for the structure (SMILES): CC.CC. Its net charge is 0. The electronic energy is -159.508760 hartree. The relative energy (zero: lowest compared OMol25 entry of this formula, charge and spin) is 47.8 kcal per mole. The HOMO-LUMO gap is 11.95 eV.